# 1
A 12-piece molecular cluster, C7H36O12 overall. Source: the Open Molecules 2025 dataset; level of theory: wB97M-V/def2-TZVPD.

SMILES string	C/C=C/CCCCO.O.O.O.O.O.O.O.O.O.O.O
DFT total energy	-32414.755	eV
relative energy (zero: lowest compared OMol25 entry of this formula, charge and spin)	0.000	eV
molecular weight	312.4	g/mol
spin multiplicity	1

```
55
C7H36O12 (wB97M-V/def2-TZVPD)
C 1.8784 -2.0950 0.6469
C 0.4702 -2.5898 0.5172
C -0.4248 -2.1558 -0.3647
C -1.8398 -2.6895 -0.3997
C -2.7927 -1.8982 -1.3082
C -3.0393 -0.4519 -0.8646
C -4.1092 -0.3065 0.2018
O -4.2790 1.0904 0.5678
H 2.6223 -2.8945 0.5570
H 1.9879 -1.5924 1.6067
H 2.1133 -1.3681 -0.1215
H 0.2000 -3.3900 1.1981
H -0.1513 -1.3577 -1.0554
H -1.8226 -3.7213 -0.7655
H -2.2558 -2.6623 0.6021
H -2.3953 -1.8872 -2.3237
H -3.7318 -2.4455 -1.3671
H -3.3549 0.1397 -1.7278
H -2.0994 -0.0164 -0.5297
H -5.0905 -0.6499 -0.1434
H -3.8515 -0.8234 1.1148
H -4.3315 1.6229 -0.2304
O 1.1507 2.2682 0.2617
H 1.7727 1.6291 -0.1828
H 1.6611 3.0984 0.2522
O 0.1369 2.4549 -2.2927
H 0.4178 2.4402 -1.3388
H 0.2725 3.3490 -2.5928
O -2.2240 2.2126 1.9145
H -1.4532 2.2315 1.2879
H -2.9786 1.8044 1.4239
O -1.3229 0.7625 3.9593
H -1.7268 1.2618 3.1848
H -1.5091 1.2988 4.7447
O 3.2994 1.2032 -1.0940
H 2.9051 1.0580 -1.9793
H 3.8730 0.4169 -0.9173
O 1.9273 0.7182 -3.4017
H 2.1757 1.0674 -4.2611
H 1.1591 1.2693 -3.0827
O 2.8571 -1.8458 -2.8063
H 2.1450 -2.3666 -2.3716
H 2.4376 -0.9730 -3.0547
O -2.6403 -1.6664 3.7311
H -2.4442 -2.0799 4.5729
H -2.1527 -0.7977 3.7292
O 1.2770 1.5376 2.9856
H 1.2156 1.7999 2.0352
H 0.4031 1.2434 3.3702
O 4.5556 -1.1242 -0.8880
H 3.9871 -1.4678 -1.6104
H 4.2949 -1.6135 -0.1043
O 3.2572 3.8292 -0.4321
H 3.4848 2.9112 -0.7067
H 4.0832 4.2116 -0.1470
```


# 2
C6H9N as an isolated structure. Source: the Open Molecules 2025 dataset; level of theory: wB97M-V/def2-TZVPD.

DFT total energy	-7850.814	eV
relative energy (zero: lowest compared OMol25 entry of this formula, charge and spin)	7.346	eV
molecular weight	95.1	g/mol
spin multiplicity	1

```
16
C6H9N (wB97M-V/def2-TZVPD)
C -1.8308 -0.7610 0.0673
C -0.4219 -0.2393 -0.0475
C 0.1273 0.1334 -1.3734
C 0.7348 -0.8848 -0.7466
C 1.6509 0.2672 1.0764
N 1.2409 1.4920 0.9893
C 0.2114 0.4334 1.1872
H -1.9303 -1.4594 0.9037
H -2.1234 -1.2830 -0.8485
H -2.5441 0.0579 0.2254
H -0.2451 0.4369 -2.3430
H 0.6743 1.4836 -1.0994
H 1.2150 -1.8264 -0.9549
H 2.6033 -0.2063 1.2569
H 0.9758 1.8618 -0.4174
H -0.3382 0.4941 2.1244
```


# 3
C34H55BN10SbSi3Sr as an isolated structure. Source: the Open Molecules 2025 dataset; level of theory: wB97M-V/def2-TZVPD.

DFT total energy	-82730.420	eV
total charge	+2
relative energy (zero: lowest compared OMol25 entry of this formula, charge and spin)	0.141	eV
molecular weight	908.3	g/mol
spin multiplicity	2

```
105
C34H55BN10SbSi3Sr (wB97M-V/def2-TZVPD)
Sr 0.1928 0.2305 -1.9094
C 1.8049 -3.1639 -0.3497
C 2.4571 -1.8700 0.0015
C 3.5661 -1.6405 0.8191
C 3.7390 -0.2742 0.7891
N 2.7851 0.2699 0.0134
N 1.9911 -0.7225 -0.4847
B 2.9068 1.7213 -0.5848
N 3.2039 1.6240 -2.1063
C 4.2176 2.0976 -2.8476
C 4.0072 1.7446 -4.1636
C 2.8080 1.0342 -4.1531
C 2.0810 0.4054 -5.2943
N 2.3224 0.9616 -2.9134
N 1.5788 2.5667 -0.3861
C 1.5252 3.9056 -0.4210
C 0.2087 4.3059 -0.3272
C -0.5158 3.1154 -0.2508
C -1.9936 2.9350 -0.1322
N 0.3117 2.0660 -0.2953
N 3.9795 2.4359 0.1931
C 3.8430 2.9718 1.4359
C 5.0953 3.1945 1.9434
C 5.9751 2.7536 0.9306
C 7.4660 2.7597 0.9349
N 5.2991 2.2894 -0.1039
H 2.5068 -3.9925 -0.2641
H 0.9630 -3.3887 0.3126
H 1.4372 -3.1601 -1.3781
H 4.1729 -2.3642 1.3328
H 4.4913 0.3500 1.2422
H 5.0264 2.6226 -2.3774
H 4.6435 1.9598 -5.0025
H 2.7366 -0.2483 -5.8686
H 1.2375 -0.1977 -4.9490
H 1.6902 1.1532 -5.9868
H 2.4322 4.4825 -0.4916
H -0.1679 5.3125 -0.2962
H -2.4379 3.7792 0.3929
H -2.4843 2.8664 -1.1060
H -2.2304 2.0282 0.4238
H 2.8720 3.1534 1.8665
H 5.3486 3.6337 2.8919
H 7.8481 3.4887 1.6470
H 7.8627 1.7830 1.2129
H 7.8499 3.0083 -0.0524
N -0.5853 2.0730 -3.6931
C -1.9048 1.9448 -4.2309
C -2.2871 2.5853 -5.3772
C -3.5930 2.4440 -5.8951
C -4.5157 1.6858 -5.2406
C -4.1513 0.9975 -4.0583
C -5.0679 0.1921 -3.3459
C -4.6576 -0.4793 -2.2303
C -3.3096 -0.3643 -1.8490
N -2.4210 0.3692 -2.4759
C -2.8315 1.0894 -3.5659
H 0.0419 2.5043 -4.3620
H -0.5941 2.6992 -2.8847
H -1.5814 3.2294 -5.8869
H -3.8573 2.9644 -6.8045
H -5.5266 1.5941 -5.6125
H -6.0889 0.1162 -3.6969
H -5.3322 -1.0992 -1.6587
H -2.9555 -0.9258 -0.9866
C -3.7734 -1.1477 4.4346
Si -3.1052 -0.3189 2.9036
C -2.1637 1.2482 3.2745
C -4.4281 -0.0765 1.6111
Sb -1.3332 -1.9710 1.9828
Si -2.2744 -4.2874 1.3063
C -3.2291 -4.0461 -0.2778
C -0.8452 -5.4654 1.1235
C -3.3856 -4.7049 2.7462
Si 0.6798 -1.8716 3.6224
C 1.7967 -3.3147 3.2674
C 1.4162 -0.1928 3.3058
C -0.1195 -2.0252 5.3023
H -4.6130 -0.5419 4.7892
H -3.0424 -1.1992 5.2395
H -4.1546 -2.1502 4.2525
H -2.8645 2.0786 3.3861
H -1.4577 1.5126 2.4862
H -1.6077 1.1660 4.2087
H -5.2276 0.5312 2.0422
H -4.8737 -1.0209 1.2963
H -4.0619 0.4449 0.7288
H -2.6257 -3.5807 -1.0589
H -4.1278 -3.4479 -0.1274
H -3.5438 -5.0220 -0.6546
H -0.3441 -5.3566 0.1616
H -1.2446 -6.4819 1.1720
H -0.1004 -5.3705 1.9113
H -4.2458 -4.0393 2.8013
H -2.8688 -4.6886 3.7052
H -3.7659 -5.7199 2.6014
H 2.1349 -3.3529 2.2348
H 1.3138 -4.2579 3.5224
H 2.6816 -3.2238 3.9029
H 1.5886 -0.0127 2.2447
H 2.3805 -0.1141 3.8126
H 0.7701 0.5953 3.6933
H -0.8268 -2.8511 5.3751
H -0.6198 -1.1076 5.6104
H 0.6761 -2.2229 6.0270
```


# 4
A 2-piece molecular cluster, C8H11N3OS overall. Source: the Open Molecules 2025 dataset; level of theory: wB97M-V/def2-TZVPD.

DFT total energy	-25822.338	eV
relative energy (zero: lowest compared OMol25 entry of this formula, charge and spin)	5.198	eV
molecular weight	197.3	g/mol
spin multiplicity	1

```
24
C8H11N3OS (wB97M-V/def2-TZVPD)
C 2.1844 -0.8208 -1.2285
C 0.0113 -0.8462 -2.3922
C -0.5869 1.4842 -1.0547
C 1.4000 1.3476 0.2593
C -1.3325 1.9052 0.1206
C 0.6257 1.9073 1.4469
C -1.3012 -3.8733 1.5255
C 0.8515 -0.4087 -1.4268
N 3.2906 -1.1212 -1.0043
N -0.4021 -1.2823 -3.3794
N 0.4776 0.6475 -0.6467
O -0.4758 2.6662 1.0144
S -1.6247 -2.2742 0.7631
H -1.1553 0.9637 -1.9281
H -0.1402 2.2652 -1.6716
H 1.9220 2.0807 -0.3057
H 2.1196 0.7320 0.7218
H -2.0907 2.4961 -0.1670
H -1.7284 1.0637 0.6869
H 0.3379 1.0035 1.9303
H 1.2607 2.6725 1.9581
H -1.8323 -3.8634 2.4546
H -0.1424 -4.1274 1.4107
H -1.6686 -4.6177 0.9130
```


# 5
C2H6CsO2 as an isolated structure. Source: the Open Molecules 2025 dataset; level of theory: wB97M-V/def2-TZVPD.

DFT total energy	-6807.794	eV
total charge	+1
relative energy (zero: lowest compared OMol25 entry of this formula, charge and spin)	0.959	eV
molecular weight	195.0	g/mol
spin multiplicity	1

```
11
C2H6CsO2 (wB97M-V/def2-TZVPD)
Cs 2.5547 0.8299 4.3466
C -0.9673 -0.4771 -0.0042
C 0.4443 -0.2689 -0.4967
O 0.6013 0.8330 -1.3854
O -1.5716 0.7376 0.4057
H -0.8245 -1.2384 0.7627
H -1.4697 -0.9212 -0.8636
H 0.7424 -1.1800 -1.0154
H 1.1191 -0.1649 0.3529
H 1.4831 0.8348 -1.7648
H -2.1116 1.0153 -0.3378
```


# 6
A 2-piece molecular cluster, C2H8NO overall. Source: the Open Molecules 2025 dataset; level of theory: wB97M-V/def2-TZVPD.

DFT total energy	-5733.526	eV
total charge	+1
relative energy (zero: lowest compared OMol25 entry of this formula, charge and spin)	1.358	eV
molecular weight	62.1	g/mol
spin multiplicity	1

```
12
C2H8NO (wB97M-V/def2-TZVPD)
C 0.7765 0.8466 -0.2871
C 1.7432 0.3011 -0.9781
N -0.5927 0.3193 -0.5212
H 0.6736 1.5721 0.5961
H 2.7515 0.7552 -0.8351
H 1.5712 -0.4550 -1.8260
H -1.0352 0.0242 0.3676
H -0.3540 -0.4612 -1.2605
H -1.0705 1.1159 -0.9703
H -0.7993 -1.6883 1.9056
H -2.2489 -1.2923 2.1151
O -1.4154 -1.0378 1.6938
```


# 7
A 15-piece molecular cluster, C40H62BrN16O3P overall. Source: the Open Molecules 2025 dataset; level of theory: wB97M-V/def2-TZVPD.

DFT total energy	-151793.299	eV
molecular weight	925.9	g/mol
spin multiplicity	1

```
123
C40H62BrN16O3P (wB97M-V/def2-TZVPD)
C -1.5064 5.0434 0.2550
C -1.7550 4.2480 -1.1466
O -1.0288 2.9862 -1.2278
P 0.6569 3.2009 -1.3316
O 0.9074 4.6782 -1.7573
C 1.5537 3.0237 0.3497
C 0.7153 2.1972 1.4464
C 0.3135 0.7267 0.9494
C -0.4803 -0.1419 2.0502
C -1.2333 0.7479 3.1550
N -1.7222 1.5470 3.9030
C 0.4572 -1.2741 2.7635
C 1.9142 -0.7050 3.1875
Br -0.5016 -1.8497 4.4288
C 0.5458 -2.5201 1.7665
N 0.5768 -3.4995 1.0716
O 1.4340 2.2369 -2.5095
C 0.8993 0.8818 -2.5781
C 1.9754 -0.2050 -2.0406
H -2.0738 6.0351 0.1807
H -0.3951 5.1617 0.4858
H -2.0609 4.4211 1.0563
H -2.8747 3.9653 -1.1205
H -1.6355 4.9266 -2.0604
H 2.6230 2.6444 0.1947
H 1.6593 4.0970 0.7699
H 1.4187 2.0657 2.3570
H -0.1802 2.8474 1.7645
H 1.2393 0.1597 0.5943
H -0.4053 0.8418 0.0527
H -1.3131 -0.7098 1.4801
H 1.8536 0.3155 3.7176
H 2.6664 -0.7191 2.3263
H 2.3021 -1.4342 3.9955
H 0.7528 0.6534 -3.7032
H -0.1256 0.7370 -2.0970
H 1.5125 -1.0315 -1.4003
H 2.5252 -0.5910 -2.9654
H 2.7437 0.3492 -1.3978
C -4.7197 -0.5451 2.7251
C -4.5105 -1.1030 1.3491
N -4.3445 -1.5425 0.2639
H -3.7546 -0.3584 3.1994
H -5.2764 0.3916 2.6668
H -5.2829 -1.2550 3.3332
C 2.4126 -6.4071 -0.0900
C 2.6301 -6.9369 -1.4762
N 2.8011 -7.3547 -2.5688
H 3.3734 -6.2109 0.3889
H 1.8414 -5.4783 -0.1331
H 1.8608 -7.1372 0.5038
C -2.8042 -4.7733 2.6584
C -2.8319 -4.7725 4.1551
N -2.8480 -4.7626 5.3380
H -2.5220 -5.7602 2.2912
H -3.7910 -4.5168 2.2678
H -2.0780 -4.0405 2.3018
C -3.0264 2.6752 -4.4301
C -2.3876 1.3225 -4.5442
N -1.8846 0.2555 -4.6316
H -2.3087 3.3922 -4.0270
H -3.3546 3.0146 -5.4123
H -3.8892 2.6235 -3.7651
C -1.2175 1.9401 7.0487
C -0.4899 2.8675 7.9763
N 0.0836 3.5983 8.7071
H -2.2739 2.2100 7.0069
H -0.7934 2.0088 6.0467
H -1.1262 0.9124 7.4043
C -5.9937 -6.8922 4.2233
C -5.7801 -7.4389 2.8430
N -5.6101 -7.8688 1.7548
H -5.0300 -6.6963 4.6974
H -6.5603 -5.9611 4.1710
H -6.5480 -7.6122 4.8275
C -6.6637 5.2786 -0.8887
C -5.2373 5.4915 -1.2982
N -4.1127 5.6591 -1.6220
H -7.2665 5.0262 -1.7626
H -6.7246 4.4632 -0.1660
H -7.0588 6.1883 -0.4339
C 6.3115 -0.4670 4.1760
C 4.9643 -0.5804 4.8230
N 3.9023 -0.6694 5.3336
H 7.0779 -0.3219 4.9389
H 6.5323 -1.3784 3.6179
H 6.3242 0.3827 3.4914
C 3.2347 3.7029 -5.1950
C 4.6593 3.9074 -5.6149
N 5.7831 4.0685 -5.9467
H 2.6244 3.4528 -6.0645
H 3.1723 2.8891 -4.4703
H 2.8468 4.6155 -4.7390
C 7.4192 5.8193 -8.1222
C 7.8546 7.2513 -8.0250
N 8.1979 8.3799 -7.9484
H 6.9440 5.5104 -7.1891
H 6.7062 5.7028 -8.9401
H 8.2836 5.1803 -8.3098
C -6.8353 2.5052 -6.9776
C -6.1084 3.4268 -6.0442
N -5.5349 4.1535 -5.3086
H -7.8923 2.7735 -7.0152
H -6.4119 2.5832 -7.9802
H -6.7410 1.4752 -6.6300
C 6.3125 0.1316 -5.8599
C 4.9605 0.0063 -5.2239
N 3.8950 -0.0920 -4.7220
H 7.0722 0.2775 -5.0904
H 6.5434 -0.7749 -6.4218
H 6.3249 0.9856 -6.5393
C 3.0904 -4.0449 7.0082
C 4.5128 -3.8339 6.5837
N 5.6336 -3.6657 6.2482
H 2.4773 -4.2943 6.1405
H 3.0358 -4.8615 7.7298
H 2.7024 -3.1350 7.4690
C -1.7216 -8.8798 0.9385
C -0.9401 -7.7744 1.5840
N -0.3246 -6.9012 2.0927
H -2.0173 -9.6130 1.6905
H -2.6174 -8.4737 0.4653
H -1.1102 -9.3727 0.1808
```


# 8
A 14-piece molecular cluster, H28O14 overall. Source: the Open Molecules 2025 dataset; level of theory: wB97M-V/def2-TZVPD.

DFT total energy	-29120.055	eV
relative energy (zero: lowest compared OMol25 entry of this formula, charge and spin)	1.597	eV
molecular weight	252.2	g/mol
spin multiplicity	1

```
42
H28O14 (wB97M-V/def2-TZVPD)
O -3.3668 0.1574 0.3579
H -3.4700 -0.5327 1.0003
H -4.1552 0.4378 -0.0702
O 0.3338 -3.0484 -1.2844
H 0.0785 -2.2685 -1.7858
H 0.8902 -3.5226 -1.9381
O 1.7137 -0.3174 -0.9287
H 2.0456 -0.8851 -1.6199
H 1.3480 0.4427 -1.3446
O -0.4708 -0.0385 0.6828
H -1.1325 0.1761 0.0911
H 0.3468 -0.3116 0.2941
O 1.4082 -1.7200 3.0760
H 1.4429 -0.7594 2.8442
H 0.5845 -2.1152 2.6915
O -0.5631 -1.0669 -3.0091
H -1.2216 -1.3225 -3.6760
H -1.0676 -0.3384 -2.5963
O 2.8472 2.3101 0.4406
H 2.4311 1.6155 0.9851
H 3.2796 1.8043 -0.2898
O -1.5851 2.6549 -0.2595
H -2.0908 2.7204 0.5439
H -2.0284 2.0225 -0.8426
O -0.8382 -2.7349 1.5424
H -0.7786 -3.6251 1.2918
H -0.7890 -2.2084 0.7605
O 1.5743 0.9637 2.2917
H 1.2671 1.5055 3.0828
H 0.7672 0.8186 1.8048
O 0.5220 2.5244 -2.0419
H 0.7741 3.4466 -2.1419
H -0.1051 2.4575 -1.3133
O -1.7346 0.1762 3.2990
H -1.2294 -0.2588 3.9629
H -1.3789 -0.0163 2.3911
O -2.3236 1.0222 -2.4338
H -2.0415 1.3366 -3.3083
H -3.1196 0.5135 -2.4978
O 4.1082 -0.7893 0.2806
H 4.5452 -0.2841 -0.3943
H 3.1821 -0.9426 0.0612
```


# 9
C12H27Cl2F3NO6V as an isolated structure. Source: the Open Molecules 2025 dataset; level of theory: wB97M-V/def2-TZVPD.

DFT total energy	-85544.550	eV
total charge	-1
relative energy (zero: lowest compared OMol25 entry of this formula, charge and spin)	0.000	eV
molecular weight	460.2	g/mol
spin multiplicity	2

```
52
C12H27Cl2F3NO6V (wB97M-V/def2-TZVPD)
O 5.8063 1.3177 -8.5308
V 5.6323 2.8893 -8.9170
C 2.4711 2.3725 -7.6064
O 3.0748 2.4092 -6.2564
O 3.3497 3.0160 -8.4684
C 2.2180 0.8296 -7.7699
F 1.5124 0.3163 -6.7140
F 1.4870 0.5048 -8.8218
F 3.3743 0.1253 -7.8359
C 2.3896 2.9671 -5.1292
C 3.5409 3.3326 -4.3170
H 4.1269 2.4784 -3.9779
H 4.3094 3.9868 -4.7288
H 3.2094 3.7567 -3.3692
H 1.8390 2.1477 -4.6671
H 1.6448 3.6840 -5.4748
H 1.5330 2.9269 -7.6320
Cl 6.8098 3.8449 -6.8194
Cl 7.7286 2.6408 -10.5918
C 7.0836 -2.3894 -9.3549
C 8.0529 -1.1909 -9.6699
O 7.7504 -0.6328 -10.9821
H 6.1073 -2.0517 -9.0073
H 7.3860 -3.0835 -8.5708
H 6.9218 -3.0019 -10.2419
H 9.0916 -1.5204 -9.6954
H 8.0041 -0.2942 -9.0521
H 7.6721 0.3163 -10.8606
C 4.2507 1.0409 -11.3157
O 4.7020 2.3409 -10.8307
C 4.0993 3.3859 -11.5892
C 4.7448 4.7754 -11.4013
N 5.2386 4.9145 -9.9954
C 6.2458 5.9616 -9.9643
C 5.5369 7.3527 -10.1441
O 4.2858 7.4774 -9.4061
C 3.4820 8.4849 -9.9088
H 4.6645 0.7616 -12.2846
H 3.1745 0.9034 -11.4206
H 4.5524 0.3415 -10.5360
H 3.0203 3.2583 -11.5019
H 4.2765 3.0610 -12.6144
H 4.0156 5.5533 -11.6278
H 5.5375 4.8262 -12.1477
H 4.4690 5.3624 -9.5188
H 6.9495 5.8845 -10.7931
H 6.7034 5.9887 -8.9754
H 5.2730 7.3991 -11.2006
H 6.2526 8.0836 -9.7679
H 2.8509 8.1188 -10.7186
H 4.0941 9.3099 -10.2733
H 2.8705 8.7962 -9.0618
```